one | Entry from the Open Molecules 2025 dataset: 2 unconnected molecules or ions with the total composition C2H11N5 (ωB97M-V/def2-TZVPD).

Cartesian coordinates (Å):
N  -1.73  0.94  0.58
C  -0.57  1.70  0.50
N  -0.31  2.20  -0.76
N  0.27  1.89  1.45
H  -2.11  0.86  1.52
H  -2.42  1.16  -0.12
H  -1.11  2.41  -1.33
H  0.45  2.88  -0.79
H  -0.03  1.37  2.27
N  -0.40  -1.88  -0.56
C  1.01  -1.83  -0.96
N  2.01  -1.51  0.04
H  -0.57  -2.60  0.13
H  -0.61  -1.01  -0.09
H  1.25  -2.80  -1.40
H  1.09  -1.10  -1.76
H  1.87  -0.58  0.40
H  1.90  -2.11  0.86

The SMILES is N=C(N)N.NCN. For the gap between HOMO and LUMO, the calculation gives 9.31 eV. Its LUMO energy is 0.6 eV. As for the charge: 0.

two | Entry from the Open Molecules 2025 dataset: a molecular structure, C2H11N5 (ωB97M-V/def2-TZVPD).

Cartesian coordinates (Å):
C  -0.86  0.08  0.16
C  -1.26  -1.32  -0.24
N  0.38  0.34  0.71
N  1.32  -0.07  -0.81
N  0.85  -0.48  1.73
N  2.06  1.00  -1.22
N  -1.29  1.09  -0.71
H  1.95  -0.73  -0.36
H  -1.59  0.36  1.42
H  0.95  0.09  2.57
H  0.26  -1.28  1.95
H  2.56  1.49  -0.47
H  1.49  1.64  -1.75
H  -1.12  2.02  -0.34
H  -1.63  0.77  -1.61
H  -2.27  -1.51  0.12
H  -1.23  -1.43  -1.32
H  -0.59  -2.08  0.17

For the gap between HOMO and LUMO, the calculation gives 8.62 eV. Its LUMO energy is 1.1 eV. As for the charge: 0.

Name the most stable of them. one.

one | Entry from the Open Molecules 2025 dataset: 2 unconnected molecules or ions with the total composition C6H10NO2S (ωB97M-V/def2-TZVPD).

Cartesian coordinates (Å):
C  -0.27  2.43  -2.14
C  -0.91  1.07  -0.39
C  -0.78  -0.54  1.32
C  1.39  0.30  0.29
C  -0.33  -1.99  0.96
C  1.71  -1.17  0.07
N  -0.15  0.37  0.36
O  1.10  -1.92  1.12
O  -2.18  1.09  -0.59
S  -1.58  2.91  -2.80
H  0.78  2.58  -2.00
H  -1.80  -0.56  1.24
H  -0.34  -0.12  2.25
H  1.60  0.61  1.24
H  1.64  1.08  -0.38
H  -0.62  -2.60  1.68
H  -0.77  -2.13  0.01
H  1.21  -1.70  -0.77
H  2.83  -1.20  0.02
H  -2.58  1.52  -1.47

For the gap between HOMO and LUMO (spin up / spin down), the calculation gives 8.27 / 8.27 eV. Its LUMO energy (spin up / spin down) is -5.1 / -5.1 eV. As for the charge: +1.

two | Entry from the Open Molecules 2025 dataset: a gas-phase ion, C6H10NO2S (charge +1) (ωB97M-V/def2-TZVPD).

Cartesian coordinates (Å):
C  0.32  -1.02  0.03
C  0.26  0.35  -0.14
C  -0.86  -1.83  0.43
C  2.68  -0.64  -0.46
C  2.45  0.70  0.26
C  -2.31  0.43  0.45
N  -2.62  1.59  -0.42
O  1.58  -1.52  -0.19
O  1.22  1.20  -0.23
S  -2.31  -1.12  -0.29
H  -0.64  -2.85  -0.07
H  -1.14  -1.80  1.55
H  2.76  -0.39  -1.58
H  3.70  -1.22  -0.29
H  2.34  0.56  1.43
H  3.22  1.55  0.08
H  -2.41  0.52  1.53
H  -3.42  2.07  -0.17
H  -2.86  1.07  -1.32
H  -1.96  2.36  -0.59

For the gap between HOMO and LUMO (spin up / spin down), the calculation gives 7.04 / 7.51 eV. Its LUMO energy (spin up / spin down) is -4.7 / -4.3 eV. As for the charge: +1.

Name the most stable of them. one.

one | Entry from the Open Molecules 2025 dataset: 2 unconnected molecules or ions with the total composition C2H8NO3 (ωB97M-V/def2-TZVPD).

Cartesian coordinates (Å):
O  -0.93  0.73  0.02
C  0.01  0.00  -0.05
O  0.88  -0.10  -1.02
C  0.31  -1.01  1.05
N  -0.63  -0.64  2.16
H  0.80  0.71  -1.65
H  0.19  -2.06  0.79
H  1.33  -0.82  1.35
H  -0.39  0.32  2.41
H  -1.56  -0.56  1.74
H  -0.58  -1.21  3.01
H  0.76  2.05  -3.54
H  -0.46  1.10  -3.38
O  0.28  1.51  -2.90

For the gap between HOMO and LUMO, the calculation gives 11.66 eV. Its LUMO energy is -3.6 eV. As for the charge: +1.

two | Entry from the Open Molecules 2025 dataset: 2 unconnected molecules or ions with the total composition C2H8NO3 (ωB97M-V/def2-TZVPD).

Cartesian coordinates (Å):
O  -0.07  -0.22  1.10
C  -0.06  0.06  -0.09
O  -1.04  0.39  -0.81
C  1.35  0.28  -0.65
N  2.23  -0.60  0.19
H  -2.01  0.01  -0.37
H  1.48  0.18  -1.72
H  1.57  1.29  -0.30
H  1.62  -0.55  1.07
H  2.15  -1.58  -0.06
H  3.17  -0.23  0.22
H  -3.64  1.00  0.73
H  -3.74  -0.33  0.24
O  -3.02  0.29  0.46

For the gap between HOMO and LUMO, the calculation gives 11.79 eV. Its LUMO energy is -3.4 eV. As for the charge: +1.

Name the most stable of them. one.

one | Entry from the Open Molecules 2025 dataset: 2 unconnected molecules or ions with the total composition C3H5BrN2 (ωB97M-V/def2-TZVPD).

Cartesian coordinates (Å):
C  -1.59  0.76  1.21
C  1.05  -0.38  0.51
C  0.30  0.22  -0.56
N  -2.22  1.15  2.13
N  -0.26  -0.61  -1.43
Br  0.63  1.96  -1.14
H  2.15  -0.31  0.30
H  0.63  -1.45  0.74
H  0.93  0.27  1.35
H  -0.76  -1.34  -0.93
H  -0.87  -0.29  -2.18

For the gap between HOMO and LUMO (spin up / spin down), the calculation gives 7.82 / 7.82 eV. Its LUMO energy (spin up / spin down) is -1.2 / -1.2 eV. As for the charge: 0.

two | Entry from the Open Molecules 2025 dataset: C3H5BrN2 in the gas phase (ωB97M-V/def2-TZVPD).

Cartesian coordinates (Å):
C  -0.58  0.03  1.78
C  -0.59  -0.62  0.63
C  -0.29  0.25  -0.64
N  -0.15  -0.46  -1.78
N  1.25  -0.30  -2.37
Br  2.63  0.55  -1.63
H  -0.58  -0.53  2.74
H  -0.15  1.06  1.83
H  -0.80  -1.63  0.26
H  -1.23  0.85  -0.65
H  0.50  0.80  -0.16

The SMILES is C=CC/N=N\Br. For the gap between HOMO and LUMO (spin up / spin down), the calculation gives 8.59 / 8.59 eV. Its LUMO energy (spin up / spin down) is -1.2 / -1.2 eV. As for the charge: 0.

Name the most stable of them. one.

one | Entry from the Open Molecules 2025 dataset: 2 unconnected molecules or ions with the total composition C4H4Cl4 (ωB97M-V/def2-TZVPD).

Cartesian coordinates (Å):
C  -0.47  -1.45  0.49
C  1.04  0.52  0.28
C  1.68  0.86  -0.96
C  -1.74  -0.79  0.27
Cl  1.27  1.44  1.60
Cl  -1.78  0.48  -1.09
Cl  -2.49  0.17  1.59
Cl  -2.73  -2.11  -0.14
H  -0.39  -1.65  1.62
H  1.96  1.97  -1.19
H  2.52  0.15  -0.73
H  1.12  0.40  -1.75

For the gap between HOMO and LUMO, the calculation gives 7.50 eV. Its LUMO energy is -0.9 eV. As for the charge: 0.

two | Entry from the Open Molecules 2025 dataset: C4H4Cl4 in the gas phase (ωB97M-V/def2-TZVPD).

Cartesian coordinates (Å):
C  -0.35  0.58  0.03
C  0.55  -0.50  -0.14
C  2.00  -0.25  0.11
C  -1.78  0.34  0.00
Cl  0.00  -2.15  -0.38
Cl  -2.41  -0.85  1.20
Cl  -2.33  -0.16  -1.62
Cl  -2.55  1.83  0.54
H  -0.02  1.56  -0.11
H  2.54  -0.89  -0.50
H  2.27  0.77  -0.22
H  2.11  -0.28  1.08

The SMILES is C/C(Cl)=C/C(Cl)(Cl)Cl. For the gap between HOMO and LUMO, the calculation gives 9.86 eV. Its LUMO energy is 0.2 eV. As for the charge: 0.

Name the most stable of them. two.

one | Entry from the Open Molecules 2025 dataset: a molecular structure, C2H2INO2S (ωB97M-V/def2-TZVPD).

Cartesian coordinates (Å):
C  0.99  0.58  1.21
C  -0.52  -0.84  -1.24
N  0.03  1.19  0.50
O  0.07  1.88  -0.51
O  -0.94  0.94  1.29
S  1.56  -0.63  2.04
I  -0.17  -2.41  0.01
H  -1.43  -0.43  -1.64
H  0.43  -0.28  -1.65

For the gap between HOMO and LUMO (spin up / spin down), the calculation gives 7.40 / 6.23 eV. Its LUMO energy (spin up / spin down) is -1.2 / -2.1 eV. As for the charge: 0.

two | Entry from the Open Molecules 2025 dataset: 3 unconnected molecules or ions with the total composition C2H2INO2S (ωB97M-V/def2-TZVPD).

Cartesian coordinates (Å):
C  3.84  1.12  1.05
C  3.62  -1.64  0.89
N  3.23  1.36  0.10
O  3.92  -1.27  1.95
O  2.83  1.51  -0.97
S  3.20  -2.16  -0.53
I  -1.45  -0.68  -0.37
H  -0.04  -0.03  -0.42
H  3.87  1.08  2.11

The SMILES is C#[N+][O-].O=C=S.I. For the gap between HOMO and LUMO, the calculation gives 10.55 eV. Its LUMO energy is 0.5 eV. As for the charge: 0.

Name the most stable of them. two.

one | Entry from the Open Molecules 2025 dataset: C15H18N4O4 in the gas phase (ωB97M-V/def2-TZVPD).

Cartesian coordinates (Å):
C  -2.63  -0.89  0.95
C  -1.55  -0.87  -0.10
C  -3.78  0.02  0.46
C  -4.83  -0.50  -0.46
C  -0.35  1.33  0.56
C  -0.09  2.42  -0.52
C  0.89  1.07  1.41
C  2.12  0.85  0.55
C  3.01  1.79  0.20
C  2.67  -0.46  0.29
C  3.94  -0.23  -0.29
C  2.20  -1.74  0.43
C  4.77  -1.31  -0.61
C  3.05  -2.81  0.20
C  4.27  -2.58  -0.40
H  -1.24  -0.99  2.43
H  -2.75  -0.92  2.96
H  -2.97  -1.95  0.91
H  -3.29  0.97  -0.07
H  -4.43  0.41  1.26
H  -5.15  -1.49  -2.16
H  -3.46  -1.40  -1.74
H  -0.07  0.03  -1.04
H  -1.21  1.49  1.29
H  1.09  1.98  2.00
H  0.75  0.25  2.12
H  2.88  2.87  0.22
H  4.80  1.67  -0.78
H  1.18  -1.93  0.77
H  5.78  -1.38  -0.95
H  2.68  -3.80  0.42
H  4.85  -3.48  -0.71
H  -0.25  3.81  0.71
N  -2.16  -0.50  2.25
N  -4.40  -1.04  -1.63
N  -0.64  0.13  -0.19
N  4.09  1.13  -0.38
O  -1.60  -1.76  -0.97
O  -6.02  -0.40  -0.18
O  0.27  2.09  -1.62
O  -0.11  3.72  -0.23

The SMILES is NC(=O)C[C@H](N)C(=O)N[C@@H](Cc1c[nH]c2ccccc12)C(=O)O. For the gap between HOMO and LUMO, the calculation gives 8.45 eV. Its LUMO energy is 0.2 eV. As for the charge: 0.

two | Entry from the Open Molecules 2025 dataset: C15H18N4O4 in the gas phase (ωB97M-V/def2-TZVPD).

Cartesian coordinates (Å):
C  -1.12  2.32  0.41
C  -1.69  1.40  -0.68
C  0.18  1.80  1.20
C  1.37  1.45  0.33
C  1.70  2.02  -0.84
C  2.15  0.27  0.66
C  2.91  0.19  -0.53
C  2.22  -0.80  1.60
C  3.81  -0.86  -0.76
C  2.97  -1.89  1.29
C  3.78  -1.92  0.18
C  -2.93  -0.67  -0.95
C  -3.87  -1.37  0.03
C  -1.64  -1.38  -1.41
C  -0.66  -1.53  -0.34
H  -1.83  3.38  1.89
H  -2.58  2.03  1.93
H  -0.78  3.26  -0.04
H  -0.15  1.04  1.90
H  0.42  2.83  1.57
H  1.48  3.10  -1.33
H  3.28  1.48  -2.10
H  1.50  -0.69  2.37
H  4.75  -0.58  -1.27
H  3.03  -2.78  1.95
H  4.47  -2.71  -0.10
H  -3.34  0.77  0.48
H  -3.44  -0.40  -1.90
H  -1.12  -0.86  -2.34
H  -1.94  -2.37  -1.66
H  1.12  -2.64  -0.04
H  0.48  -2.29  -1.64
H  -2.29  -1.33  1.17
N  -2.24  2.72  1.30
N  2.68  1.32  -1.35
N  -2.63  0.53  -0.17
N  0.52  -2.13  -0.69
O  -1.26  1.37  -1.85
O  -5.04  -1.51  -0.27
O  -0.94  -1.07  0.83
O  -3.31  -1.52  1.19

The SMILES is NC(=O)C[C@H](NC(=O)[C@@H](N)Cc1c[nH]c2ccccc12)C(=O)O. For the gap between HOMO and LUMO, the calculation gives 8.46 eV. Its LUMO energy is 0.5 eV. As for the charge: 0.

Name the most stable of them. one.

one | Entry from the Open Molecules 2025 dataset: 2 unconnected molecules or ions with the total composition C5H5N5O (ωB97M-V/def2-TZVPD).

Cartesian coordinates (Å):
C  -1.56  -2.04  0.63
C  -0.05  2.05  -0.54
C  0.48  0.62  0.92
C  1.95  -0.83  -0.45
C  -2.03  -0.84  0.35
N  -1.15  -3.11  0.78
N  -0.27  1.74  0.74
N  0.71  1.17  -1.19
N  -2.39  0.22  -0.03
N  1.13  0.33  -0.20
O  -2.98  1.17  -0.40
H  -0.65  2.79  -0.95
H  0.40  -0.06  1.83
H  1.35  -1.72  -0.16
H  2.88  -0.57  0.11
H  2.18  -0.91  -1.45

The SMILES is N#CC#[N+][O-].Cn1cncn1. For the gap between HOMO and LUMO, the calculation gives 9.58 eV. Its LUMO energy is -0.4 eV. As for the charge: 0.

two | Entry from the Open Molecules 2025 dataset: C5H5N5O in the gas phase (ωB97M-V/def2-TZVPD).

Cartesian coordinates (Å):
C  0.03  -0.52  1.71
C  -1.27  1.22  0.78
C  -0.67  0.78  -0.35
C  0.84  -1.11  -1.14
C  0.97  -0.38  -2.52
N  0.28  -1.09  2.88
N  -0.37  -0.32  3.73
N  -0.95  0.70  3.17
N  -0.80  0.52  1.87
N  0.00  -0.40  -0.37
O  1.34  -2.12  -0.78
H  -1.66  2.15  0.85
H  -1.08  1.19  -1.19
H  1.81  -0.98  -3.12
H  1.34  0.70  -2.36
H  0.19  -0.34  -3.16

For the gap between HOMO and LUMO, the calculation gives 7.86 eV. Its LUMO energy is -1.7 eV. As for the charge: 0.

Name the most stable of them. one.